ORCA calculation (the ωB97M-V functional and the def2-TZVPD basis) on a 3-piece molecular cluster, C3H9NO3 overall.

```
16
Properties=species:S:1:pos:R:3:forces:R:3
O 0.65377 -2.39752 0.24762 -0.316 0.325 -3.886
C 0.52453 -2.53712 -1.01876 -0.414 -0.183 4.300
C 0.38471 -1.57157 -2.03415 -0.935 5.352 0.676
C -0.13477 2.38925 2.06449 1.432 0.375 -0.012
O 0.31864 1.60513 1.03248 0.799 -0.101 0.454
N 0.36222 -0.11321 -1.78715 -2.104 -5.370 1.084
H 0.46768 -3.50910 -1.44322 0.203 -1.416 -0.152
H 0.03871 -1.90485 -3.00302 0.915 0.001 -0.426
H 0.38598 2.09489 3.08343 -0.827 0.444 -1.492
H -1.22264 2.20197 2.19054 0.289 0.527 0.265
H 0.17904 3.44517 1.79013 -0.869 -0.741 0.958
H 0.01469 0.06108 -0.81322 0.441 0.122 -0.579
H 1.23660 0.27701 -1.89040 2.298 1.775 -1.157
H -1.14126 -0.77146 0.22236 -0.004 -0.520 0.638
H -0.64820 0.62008 0.90321 -0.011 -0.357 -0.428
O -1.41969 0.11026 0.45564 -0.898 -0.234 -0.242
```
Positions in Å, forces in eV/Å.

* largest force on an atom: 0.11411 hartree/bohr
* E: -399.9056 hartree
* orbital gap: 0.1204 hartree
* LUMO level: -4.677 eV
* energy relative to the best compared isomer or geometry (same formula, charge and spin): 8.5957 eV
* highest occupied orbital energy: -7.95 eV

Löwdin population analysis, charges in e, atoms 1 to 6:
1 O 0.06
2 C -0.23
3 C 0.04
4 C -0.23
5 O -0.23
6 N 0.17



ORCA calculation (the ωB97M-V functional and the def2-TZVPD basis) on one molecule with the formula C8H8O.

```
17
Properties=species:S:1:pos:R:3:forces:R:3
C -1.27229 -1.01924 -1.43977 -0.774 -5.313 0.238
C -0.49766 -0.25935 -0.40519 1.772 -2.946 -1.481
C -0.89614 0.37230 0.89281 -2.800 2.299 1.426
C 0.57058 0.91522 1.16187 -1.047 -2.052 -1.094
C 0.89846 1.51346 -0.17074 0.501 0.010 -4.470
C 0.32620 0.76376 -1.19978 -0.141 1.906 2.187
C 1.15722 -0.54104 1.22628 2.571 -1.336 0.504
C 0.55671 -1.24449 0.26617 0.449 -1.561 -2.586
H -2.17758 -0.48655 -1.83615 0.678 -0.518 -0.340
H -1.82465 1.10759 0.91717 2.135 -0.812 -0.546
H -1.14143 -0.34835 1.69402 0.032 0.204 -0.692
H 0.70452 1.51958 1.99616 0.265 0.987 1.465
H 1.60988 2.32952 -0.48596 -0.774 -0.814 1.154
H 0.26179 0.83071 -2.34497 0.581 0.136 2.131
H 2.06914 -0.92351 1.88429 -2.200 1.131 -1.444
H 0.67473 -2.26796 -0.41402 0.005 2.656 2.744
O -1.01947 -2.26165 -1.74218 -1.256 6.025 0.804
```
Positions in Å, forces in eV/Å.

* largest force on an atom: 0.12071 hartree/bohr
* E: -384.7149 hartree
* orbital gap: 0.3485 hartree
* LUMO level: 0.553 eV
* energy relative to the best compared isomer or geometry (same formula, charge and spin): 3.4973 eV
* highest occupied orbital energy: -8.93 eV

Löwdin population analysis, charges in e, atoms 1 to 6:
1 C -0.12
2 C -0.44
3 C -0.10
4 C -0.22
5 C -0.05
6 C 0.00



> Look up the largest force on an atom of the first one.

0.11411 hartree/bohr



> Which value of orbital gap does entry 2 give?

0.3485 hartree



> Number 1 is which compound?

C3H9NO3



> Which of these has the lowest E?

C3H9NO3